ORCA calculation (ωB97M-V/def2-TZVPD) on C25H29BrCrN2S8SbSe as an isolated structure.

Positions of all 68 atoms, in Å:
C1 -4.14220 1.36520 -0.08632
Se1 0.90788 -0.44407 -0.64883
S1 -4.65808 2.81896 -0.59318
C2 -2.75087 -0.56816 0.95271
H1 5.07582 -0.84848 1.67531
C3 3.61220 1.42781 2.22791
S2 -1.55252 -1.41538 1.86526
C4 4.62693 -0.42260 0.77586
H2 -0.12975 6.72221 0.82730
H3 -3.83181 -5.99592 -1.89711
C5 -1.34975 -4.97415 0.89027
C6 -1.11970 -4.60195 -0.43247
H4 -1.42021 2.74634 -1.71272
S3 1.61798 -6.46059 1.21368
H5 -5.62011 -2.80331 -1.40905
H6 1.23872 1.17821 -3.73792
H7 -5.85422 -4.17978 -0.29200
Cr1 0.24934 -2.08351 0.80171
H8 1.86830 3.79224 3.23568
H9 2.97475 3.40509 -2.52942
Br1 -4.97591 -6.95648 0.64752
C7 0.27217 2.97360 -3.02711
C8 2.75646 2.36006 -2.75601
H10 3.60920 1.95306 -3.29884
H11 1.09453 6.09887 2.85921
H12 5.35526 1.57381 1.02232
H13 3.67758 2.50439 2.39867
N1 0.25645 2.32910 -0.58868
H14 5.31235 -0.59075 -0.05455
C9 1.34469 4.05434 2.32671
C10 -3.86591 -1.17159 0.39082
C11 2.13058 1.03257 2.22485
H15 0.56842 3.97989 -2.72067
C12 -2.48728 -5.69735 1.20717
C13 -3.38319 -6.04163 0.20405
C14 -0.44746 2.27410 -1.87013
H16 -1.79542 -4.71252 -2.46843
H17 2.67494 1.80716 -1.82044
C15 0.38224 3.48093 0.17182
H18 3.70044 -0.95824 0.56135
C16 0.90098 5.34290 2.11068
C17 0.83264 1.31203 0.07559
C18 4.38714 1.07539 0.95995
H19 -0.60955 1.22612 -2.11837
S4 -2.67683 1.15456 0.83775
S5 -4.06026 -2.87693 0.42791
H20 -0.47211 3.08608 -3.81773
H21 1.68871 2.64976 -4.58526
S6 1.79577 -2.77795 2.02856
S7 -5.01814 -0.11889 -0.36364
H22 2.00600 -0.03235 2.05171
H23 1.69744 1.26558 3.19869
H24 -0.62935 5.04810 -0.92738
C19 1.48654 2.23497 -3.59730
S8 0.24907 -3.57141 -0.89353
H25 4.07423 0.92996 3.08281
H26 -2.67719 -5.99252 2.23036
C20 1.07486 3.12410 1.32814
C21 -0.07454 4.77820 -0.03910
C22 -1.99704 -4.98827 -1.44126
C23 -3.13585 -5.70698 -1.12122
H27 3.87736 1.48640 0.08449
C24 -5.66481 -3.11023 -0.36543
N2 1.35365 1.76595 1.22659
H28 -0.64614 -4.71484 1.67187
C25 0.20206 5.70032 0.94869
H29 -6.43633 -2.56683 0.17838
Sb1 2.54887 -4.67471 0.29177

Cartesian forces (eV/Å) of the 2 atoms listed first:
C -0.1 0.6 0.0
Se 0.3 0.1 -0.3

As for the expectation value of S²: 0.99. The value obtained for the total energy is -10524.70620 Ha. Its spin multiplicity is 2. The net charge is +2. For the HOMO energy (alpha / beta), the calculation gives -13.62 / -13.66 eV. The value obtained for the LUMO energy (alpha / beta) is -0.275 / -0.324 Eh.

Atomic partial charges in e from the natural (NBO) method, atoms 1 to 6: -0.63 0.18 0.25 -0.35 0.21 -0.41